{"formula": "C4H5NO", "method": "ωB97M-V/def2-TZVPD", "species": ["C", "C", "C", "O", "C", "N", "H", "H", "H", "H", "H"], "positions_angstrom": [[1.689687, 0.010809, -0.161698], [0.224211, 0.327058, 0.055654], [-0.572825, -0.085796, 1.085720], [-1.829518, -0.299830, 0.946093], [-1.875223, 0.147477, -0.985715], [-0.713758, 0.398718, -1.230511], [1.833795, 0.214396, -1.218755], [1.939283, -1.051113, 0.012382], [2.430839, 0.613120, 0.385109], [-0.059361, -0.166521, 2.057485], [-2.937616, 0.012734, -1.152443]], "atomic_forces_ev_per_a": [[-0.16, 0.24, -0.37], [-1.14, -0.82, -1.63], [0.39, 0.42, -0.39], [-0.04, 0.66, -1.53], [1.18, -0.34, 2.30], [0.19, -0.46, 2.30], [0.39, -0.06, -0.13], [-0.26, 0.41, -0.07], [-0.55, 0.03, -0.02], [-0.54, -0.25, -0.18], [0.54, 0.17, -0.29]], "mulliken_charge": [-1.032, 0.115, 0.100, -0.587, 0.224, -0.380, 0.338, 0.272, 0.297, 0.320, 0.332], "molar_mass_g_mol": 83.09, "max_force_ev_per_a": 2.6, "total_energy_ev": -7763.52815, "e_above_lowest_kcal_mol": 69.1, "homo_lumo_gap_ev": 9.33}